Record 1
Below is a structure of composition C31H50N10OSSr, with properties calculated with ωB97M-V with the def2-TZVPD basis set.

Summary:
* lowest unoccupied orbital energy: -4.6 eV
* net charge: +2
* highest occupied orbital energy: -13.00 eV
* gap between HOMO and LUMO: 8.4 eV

Each line ends with the Mulliken charge.
Element x y z (Å)
Sr1 -0.14 0.46 0.63  3.0269
C1 -0.15 2.35 3.21  -0.4623
N1 0.58 1.17 2.79  0.2550
C2 2.01 1.44 2.67  -1.4037
C3 2.35 2.25 1.45  0.7986
C4 3.25 3.31 1.52  -0.8295
C5 3.60 3.97 0.35  -0.6901
C6 3.02 3.57 -0.84  -1.0094
C7 2.13 2.50 -0.81  -0.8676
N2 1.82 1.86 0.30  1.0810
C8 0.33 0.11 3.76  -0.8727
C9 -1.06 -0.44 3.63  0.2035
C10 -1.73 -0.94 4.73  -1.1603
C11 -2.99 -1.49 4.56  -0.7022
C12 -3.53 -1.53 3.28  -0.8173
C13 -2.79 -1.00 2.23  -0.8150
N3 -1.58 -0.47 2.40  0.8948
C14 -0.22 3.40 2.14  0.1126
C15 0.15 4.71 2.39  -0.9659
C16 0.01 5.65 1.39  -0.5944
C17 -0.50 5.25 0.17  -0.9953
C18 -0.85 3.92 0.01  -0.1333
N4 -0.71 3.01 0.96  0.2200
H1 -1.18 2.05 3.43  0.5273
H2 0.28 2.78 4.12  0.3289
H3 2.40 1.94 3.57  0.3204
H4 2.53 0.48 2.57  0.3760
H5 3.67 3.61 2.46  0.5437
H6 4.31 4.79 0.39  0.4590
H7 3.24 4.07 -1.77  0.5423
H8 1.66 2.13 -1.72  0.3244
H9 1.03 -0.71 3.58  0.4264
H10 0.50 0.46 4.79  0.3881
H11 -1.28 -0.89 5.71  0.5484
H12 -3.54 -1.88 5.40  0.4904
H13 -4.51 -1.94 3.10  0.5345
H14 -3.16 -1.00 1.21  0.5862
H15 0.52 4.99 3.36  0.4826
H16 0.30 6.68 1.56  0.4683
H17 -0.64 5.95 -0.64  0.4715
H18 -1.26 3.57 -0.93  0.4401
S1 -0.05 0.18 -3.03  -0.4345
C19 0.41 -1.04 -4.09  0.2812
N5 -0.37 -1.32 -5.14  -0.0925
C20 -0.02 -2.29 -6.17  -0.6185
C21 1.50 -2.43 -6.24  -0.6992
C22 2.04 -2.72 -4.85  -0.6050
N6 1.54 -1.72 -3.92  0.0288
H19 -1.19 -0.76 -5.26  0.2538
H20 -0.42 -1.94 -7.12  0.3883
H21 -0.48 -3.26 -5.94  0.2845
H22 1.93 -1.51 -6.62  0.3236
H23 1.76 -3.25 -6.91  0.3571
H24 3.14 -2.67 -4.85  0.3805
H25 1.74 -3.72 -4.51  0.2980
H26 2.11 -1.46 -3.13  -0.0153
C23 -4.03 0.07 -3.14  -1.4226
C24 -4.35 -0.12 -1.65  1.2989
C25 -5.11 1.09 -1.10  -1.8900
C26 -5.19 -1.38 -1.45  -1.7339
N7 -3.12 -0.33 -0.85  -0.2521
N8 -2.26 0.81 -0.73  -0.1060
H27 -4.95 0.15 -3.71  0.4842
H28 -3.47 -0.78 -3.52  0.3053
H29 -3.44 0.97 -3.32  0.3323
H30 -6.11 1.10 -1.51  0.4869
H31 -4.64 2.03 -1.39  0.3278
H32 -5.18 1.04 -0.02  0.4015
H33 -6.11 -1.32 -2.02  0.4553
H34 -5.43 -1.51 -0.40  0.3625
H35 -4.65 -2.26 -1.79  0.3876
H36 -2.58 -1.07 -1.30  0.3273
H37 -2.81 1.52 -0.25  0.1272
H38 -2.05 1.19 -1.67  -0.0399
C27 4.56 -2.18 1.03  -1.3430
N9 3.26 -1.81 0.50  0.2814
C28 3.36 -0.92 -0.65  -0.8703
C29 2.04 -2.07 1.02  0.7619
O1 1.06 -1.35 0.72  -1.2780
N10 1.87 -3.10 1.89  0.1381
C30 2.71 -4.26 2.05  -1.1584
C31 0.61 -3.26 2.59  -0.9302
H39 5.23 -1.32 0.92  0.3915
H40 5.01 -3.01 0.48  0.3373
H41 4.50 -2.42 2.09  0.4881
H42 3.90 -1.44 -1.45  0.6686
H43 3.91 -0.02 -0.39  0.3513
H44 2.36 -0.64 -0.97  -0.3398
H45 3.55 -4.26 1.36  0.4646
H46 2.12 -5.16 1.85  0.3219
H47 3.08 -4.32 3.08  0.3283
H48 -0.10 -2.49 2.29  0.0094
H49 0.79 -3.20 3.67  0.3375
H50 0.18 -4.24 2.38  0.5248

=====

Record 2
Below is a structure of composition C31H51ClP2Sc, with properties calculated with ωB97M-V with the def2-TZVPD basis set.

Summary:
* lowest unoccupied orbital energy (alpha / beta): -4.8 / -4.4 eV
* net charge: +1
* highest occupied orbital energy (alpha / beta): -9.73 / -9.20 eV
* gap between HOMO and LUMO (alpha / beta): 5.0 / 4.8 eV

Each line ends with the Mulliken charge.
Element x y z (Å)
Sc1 -1.31 0.15 -2.58  -1.1457
C1 -2.34 1.79 -0.18  0.1980
C2 -2.89 0.92 -1.18  0.8838
C3 -2.27 -0.36 0.65  0.5357
C4 -2.06 1.01 0.95  0.6864
C5 -2.79 -0.44 -0.68  0.2797
C6 -2.29 3.27 -0.28  -1.6618
H1 -2.14 3.60 -1.31  0.3370
H2 -1.47 3.68 0.33  0.3518
H3 -3.23 3.71 0.08  0.3740
C7 -1.74 1.53 2.30  -1.1807
H4 -1.31 2.54 2.25  0.2492
H5 -1.04 0.88 2.83  0.0417
H6 -2.65 1.59 2.92  0.3348
C8 -2.15 -1.47 1.61  -1.1931
H7 -3.01 -1.53 2.29  0.3908
H8 -1.25 -1.35 2.24  -0.1240
H9 -2.07 -2.44 1.09  0.1502
C9 -3.27 -1.65 -1.39  -0.8110
H10 -4.30 -1.51 -1.77  0.2234
H11 -3.28 -2.52 -0.71  0.4815
H12 -2.64 -1.96 -2.26  -0.0783
C10 -3.53 1.32 -2.46  -0.9671
H13 -4.57 1.62 -2.21  0.4510
H14 -3.66 0.51 -3.20  0.4034
H15 -3.09 2.21 -2.94  0.3524
C11 0.85 0.68 -2.59  0.2166
C12 -0.06 1.69 -2.93  0.1492
C13 -0.56 1.86 -4.35  -1.0291
C14 -1.46 0.74 -5.05  -1.0276
C15 -1.67 -0.63 -4.42  -0.4630
C16 -0.58 -1.41 -4.03  -0.0401
C17 0.83 -1.08 -4.49  -1.3175
C18 1.64 -0.05 -3.65  -1.0377
H16 0.31 2.01 -5.03  0.4373
H17 -0.98 0.59 -6.04  0.6199
H18 -1.14 2.80 -4.39  0.4694
H19 2.09 0.67 -4.36  0.4988
H20 1.31 0.65 -1.58  -0.1533
H21 -0.40 2.42 -2.18  0.6885
H22 2.50 -0.58 -3.19  0.5112
H23 1.41 -2.03 -4.51  0.5839
H24 -0.71 -2.44 -3.66  0.5341
H25 0.82 -0.74 -5.54  0.3204
H26 -2.45 1.20 -5.26  0.3286
H27 -2.71 -1.01 -4.38  0.7685
P1 1.69 2.50 0.89  1.0596
C19 1.75 3.66 2.32  -1.3431
H28 2.67 4.27 2.27  0.4403
H29 1.72 3.11 3.27  0.3007
H30 0.87 4.31 2.27  0.3279
C20 3.23 1.55 1.22  -1.2189
H31 4.03 2.22 1.57  0.3806
H32 3.55 1.05 0.30  0.3564
H33 3.02 0.79 1.99  0.2233
C21 2.32 3.64 -0.41  -1.3772
H34 2.64 3.06 -1.29  0.3268
H35 3.16 4.24 -0.03  0.4728
H36 1.51 4.31 -0.72  0.3594
P2 0.93 -2.79 -0.49  0.9422
C22 -0.16 -4.14 -1.06  -1.2642
H37 0.42 -5.05 -1.27  0.4391
H38 -0.68 -3.80 -1.98  0.1539
H39 -0.94 -4.35 -0.31  0.3746
C23 2.43 -2.99 -1.51  -1.2720
H40 2.17 -2.94 -2.58  0.2903
H41 2.92 -3.94 -1.27  0.4821
H42 3.10 -2.15 -1.30  0.2481
C24 1.39 -3.23 1.21  -1.3756
H43 1.78 -4.25 1.25  0.6069
H44 0.50 -3.13 1.85  0.2601
H45 2.13 -2.51 1.57  0.4098
Cl1 0.61 1.76 5.57  -0.2005
C25 1.11 0.14 5.81  0.6761
C26 1.39 -0.31 7.09  -0.5713
C27 1.74 -1.65 7.31  -0.4293
C28 1.78 -2.54 6.23  -0.7807
C29 1.50 -2.11 4.94  -0.2228
C30 1.19 -0.74 4.67  1.0309
C31 0.98 -0.27 3.38  -1.2672
H46 1.33 0.39 7.92  0.4089
H47 1.97 -1.99 8.32  0.3881
H48 2.04 -3.59 6.41  0.3771
H49 1.53 -2.82 4.10  0.2704
H50 0.93 -0.97 2.55  0.4278
H51 1.03 0.79 3.17  -0.3328

=====

Record 3
Below is a cluster of 2 separate species, C31H51N3O10 in total, with properties calculated with ωB97M-V with the def2-TZVPD basis set.

Summary:
* lowest unoccupied orbital energy: -0.2 eV
* net charge: 0
* SMILES: [H]/N=C\C[C@@]1(CCCCOC(C)=O)C(=O)O[C@@](CCC(N)=O)(OC[C@H](C)CC(C)C)[C@]1(C)N(C(C)=O)C(C)=O.O=C1CCCO1
* highest occupied orbital energy: -9.78 eV
* gap between HOMO and LUMO: 9.6 eV

Each line ends with the Mulliken charge.
Element x y z (Å)
H1 2.54 -1.50 -4.32  0.3119
N1 3.20 -1.82 -3.59  -0.7614
C1 2.60 -1.83 -2.41  -0.2073
C2 1.07 -1.39 -2.37  -1.1615
C3 0.59 -0.54 -1.09  1.7767
C4 -1.03 -0.64 -1.35  -1.5008
C5 -1.82 -1.44 -0.23  -0.0960
C6 -3.41 -1.42 -0.58  -0.4337
C7 -4.04 -2.74 0.07  -0.4037
O1 -5.49 -2.82 -0.10  -0.3375
C8 -5.97 -3.95 0.63  0.5881
C9 -7.49 -4.08 1.12  -0.6430
O2 -5.21 -4.90 0.95  -0.5524
C10 1.24 -1.39 0.09  -0.8255
O3 0.98 -2.47 0.62  -0.5861
O4 2.41 -0.64 0.48  -0.3815
C11 2.66 0.69 -0.12  -0.1797
C12 3.09 1.52 1.17  -0.2321
C13 4.44 0.91 1.86  -0.4473
C14 4.32 0.85 3.44  0.2424
N2 3.55 -0.24 4.07  -0.6032
O5 4.84 1.73 4.17  -0.5974
O6 3.81 0.56 -0.94  0.0062
C15 4.44 1.80 -1.31  -0.3943
C16 5.42 1.44 -2.56  0.2140
C17 6.60 0.54 -1.91  -1.3088
C18 6.12 2.74 -3.20  -0.9987
C19 5.40 3.21 -4.56  0.6882
C20 4.44 4.45 -4.17  -1.0824
C21 6.54 3.62 -5.63  -1.3431
C22 1.19 0.94 -0.80  0.6395
C23 1.36 1.49 -2.32  -1.3815
N3 0.57 1.82 0.20  1.3959
C24 0.16 3.16 -0.23  0.4534
C25 0.83 4.40 0.56  -1.0344
O7 -0.68 3.47 -1.10  -0.5062
C26 -0.41 1.30 1.13  0.2759
C27 -0.17 0.56 2.52  -1.1922
O8 -1.63 1.48 0.86  -0.5376
H2 3.24 -2.19 -1.55  0.3907
H3 0.75 -0.93 -3.37  0.5895
H4 0.47 -2.37 -2.31  0.4653
H5 -1.36 0.46 -1.45  0.3151
H6 -1.26 -1.11 -2.37  0.7522
H7 -1.68 -1.06 0.83  -0.0298
H8 -1.48 -2.53 -0.28  0.4566
H9 -3.87 -0.50 -0.07  0.2028
H10 -3.55 -1.37 -1.72  0.3093
H11 -3.87 -2.73 1.21  0.3089
H12 -3.51 -3.62 -0.43  0.2617
H13 -8.18 -3.76 0.27  0.2977
H14 -7.66 -3.42 2.04  0.1075
H15 -7.68 -5.18 1.39  0.2734
H16 3.24 2.65 0.98  0.4215
H17 2.33 1.49 2.03  -0.1901
H18 5.25 1.70 1.64  0.2626
H19 4.79 -0.04 1.36  0.3896
H20 2.93 0.21 4.75  0.2832
H21 3.00 -0.64 3.28  0.3631
H22 3.72 2.62 -1.62  -0.0245
H23 5.14 2.23 -0.51  0.2502
H24 4.90 0.76 -3.32  0.3224
H25 7.45 0.35 -2.65  0.4450
H26 6.21 -0.47 -1.53  0.2213
H27 7.02 1.13 -1.02  0.2620
H28 6.23 3.55 -2.41  0.2968
H29 7.18 2.41 -3.49  0.2724
H30 4.76 2.34 -4.94  0.2867
H31 4.80 4.94 -3.19  0.2400
H32 4.53 5.25 -4.98  0.4162
H33 3.35 4.11 -4.04  0.1282
H34 6.08 3.53 -6.67  0.3426
H35 7.44 2.90 -5.61  0.3485
H36 6.89 4.67 -5.37  0.3263
H37 0.36 1.33 -2.85  0.2880
H38 2.23 0.97 -2.86  0.2216
H39 1.67 2.60 -2.35  0.4564
H40 1.01 4.00 1.63  0.2909
H41 1.84 4.69 0.14  0.1959
H42 0.10 5.27 0.69  0.3553
H43 0.16 -0.53 2.43  0.1602
H44 -1.15 0.54 3.12  0.4347
H45 0.58 1.11 3.20  0.3641
O9 -9.59 -2.68 2.88  -0.5641
C28 -9.73 -3.20 3.96  0.5662
C29 -11.01 -3.27 4.75  -0.4626
C30 -10.51 -3.64 6.13  -0.4790
C31 -9.25 -4.43 5.82  -0.4295
O10 -8.73 -3.84 4.62  -0.3303
H46 -11.64 -4.04 4.32  0.2617
H47 -11.52 -2.31 4.75  0.2940
H48 -11.23 -4.21 6.72  0.3193
H49 -10.25 -2.74 6.69  0.2660
H50 -9.46 -5.48 5.63  0.2625
H51 -8.52 -4.35 6.62  0.3009

=====

Record 4
Below is a structure of composition C31H51N5O10P2S2Zr, with properties calculated with ωB97M-V with the def2-TZVPD basis set.

Summary:
* lowest unoccupied orbital energy: -5.0 eV
* net charge: +2
* highest occupied orbital energy: -12.89 eV
* gap between HOMO and LUMO: 7.9 eV

Each line ends with the Mulliken charge.
Element x y z (Å)
Zr1 -0.33 -0.13 -0.14  0.7417
O1 -1.50 0.14 -1.63  0.4902
C1 -1.42 0.60 -2.91  0.6718
C2 -2.56 1.05 -3.55  -0.8267
C3 -2.48 1.49 -4.86  -0.6286
C4 -1.27 1.47 -5.53  -1.1228
C5 -0.13 1.03 -4.88  -0.5182
C6 -0.19 0.57 -3.56  0.0733
C7 1.04 0.10 -2.90  0.0619
N1 1.26 0.10 -1.53  1.1150
C8 2.60 -0.24 -1.40  -1.0784
C9 3.10 -0.47 -2.65  -1.2163
N2 2.11 -0.26 -3.58  -0.5260
H1 -3.50 1.04 -3.01  0.3815
H2 -3.38 1.83 -5.37  0.4665
H3 -1.20 1.81 -6.56  0.4518
H4 0.82 1.03 -5.39  0.5357
H5 3.08 -0.27 -0.44  0.8666
H6 4.10 -0.74 -2.94  0.5751
H7 1.82 -1.18 -5.07  0.4519
C10 -5.12 2.22 1.96  -1.4525
C11 -4.42 1.75 0.70  0.5474
C12 -4.97 0.47 0.13  -1.1123
O2 -3.00 1.45 1.04  0.5663
P1 -1.80 2.42 1.15  -0.6934
O3 -0.67 1.96 0.25  -0.5922
C13 -1.17 2.27 2.84  -0.5587
P2 -0.19 0.76 2.87  -0.6371
O4 -0.86 -0.29 2.01  -0.7198
O5 0.12 0.43 4.34  -0.0816
C14 -0.20 -0.66 5.31  0.6401
C15 1.13 -1.26 5.71  -1.1732
C16 -1.17 -1.66 4.73  -1.2271
O6 1.15 1.06 2.12  0.6278
C17 2.24 1.96 2.56  0.3823
C18 3.40 1.10 2.99  -1.1092
C19 2.54 2.88 1.40  -0.7510
O7 -2.31 3.85 0.86  -0.0098
C20 -1.42 4.98 0.41  1.1592
C21 -1.45 4.99 -1.10  -1.2239
C22 -1.97 6.22 1.06  -1.4443
H8 -6.16 2.43 1.73  0.4761
H9 -4.67 3.14 2.34  0.3656
H10 -5.08 1.45 2.73  0.2863
H11 -4.40 2.54 -0.05  0.3532
H12 -4.96 -0.32 0.88  0.3133
H13 -4.40 0.16 -0.74  0.0369
H14 -6.01 0.63 -0.18  0.4908
H15 -1.99 2.22 3.56  0.4475
H16 -0.55 3.13 3.08  0.5089
H17 -0.65 -0.12 6.13  0.2687
H18 1.59 -1.75 4.85  0.0780
H19 0.96 -2.00 6.49  0.4802
H20 1.80 -0.50 6.10  0.3570
H21 -0.73 -2.19 3.89  0.1592
H22 -2.10 -1.19 4.41  0.3606
H23 -1.41 -2.38 5.51  0.5054
H24 1.86 2.53 3.42  0.4537
H25 3.76 0.51 2.15  0.1024
H26 3.10 0.42 3.79  0.2031
H27 4.21 1.73 3.36  0.4968
H28 2.86 2.29 0.53  0.1376
H29 3.35 3.55 1.67  0.5360
H30 1.67 3.47 1.12  -0.0823
H31 -0.42 4.75 0.77  -0.1794
H32 -2.46 5.17 -1.46  0.3273
H33 -1.08 4.05 -1.52  0.1431
H34 -0.81 5.80 -1.46  0.4620
H35 -2.99 6.40 0.72  0.3134
H36 -1.35 7.07 0.77  0.4243
H37 -1.96 6.14 2.14  0.4006
N3 -1.40 -2.24 -0.29  -0.1955
C23 -0.94 -2.74 -1.58  0.4824
C24 0.28 -3.39 -1.61  -0.9948
C25 0.91 -3.60 -2.82  -0.7216
C26 0.29 -3.18 -3.99  0.2156
C27 -1.00 -2.67 -3.97  -1.0368
C28 -1.63 -2.45 -2.75  -0.4018
S1 1.23 -3.20 -5.50  1.3429
O8 0.44 -3.77 -6.53  -0.6471
O9 2.52 -3.72 -5.16  -0.6517
O10 1.34 -1.67 -5.80  -0.4529
H38 -2.42 -2.16 -0.26  0.3922
H39 -1.10 -2.85 0.46  0.3073
H40 0.73 -3.71 -0.68  1.0204
H41 1.89 -4.06 -2.89  0.7007
H42 -1.49 -2.41 -4.90  0.4715
H43 -2.61 -2.00 -2.72  0.3417
C29 4.36 -3.74 -0.83  -1.1671
N4 3.12 -3.14 -0.32  0.6301
C30 2.66 -3.10 0.92  0.4331
S2 1.40 -2.00 1.39  0.0969
N5 3.12 -3.90 1.88  -0.1379
C31 3.89 -5.14 1.76  -1.0779
H44 4.67 -3.15 -1.69  0.2738
H45 4.21 -4.76 -1.16  0.3709
H46 5.14 -3.69 -0.09  0.4563
H47 2.66 -2.51 -0.96  -0.6330
H48 2.71 -3.71 2.78  0.2192
H49 3.62 -5.67 0.84  0.3455
H50 3.62 -5.77 2.60  0.3576
H51 4.96 -4.97 1.78  0.3308